1.
A cluster of 2 separate species, C2HClF2S in total in a non-equilibrium geometry. Source: the OMol25 dataset; level of theory: wB97M-V/def2-TZVPD.

```
! wB97M-V def2-TZVPD RIJCOSX def2/J DEFGRID3
* xyz 0 1
C -1.75 -0.24 -0.64
C 1.44 0.23 0.17
F 1.06 -1.00 0.52
F 1.74 1.05 1.20
S -1.75 1.28 -0.24
Cl -2.19 -1.72 -0.15
H 1.45 0.40 -0.86
*
```

Its lowest unoccupied orbital energy (alpha / beta) is -0.53 / -0.65 eV. The calculation puts the HOMO energy (alpha / beta) at -7.94 / -8.14 eV.



2.
A structure of composition C43H62N4O2W. Source: the OMol25 dataset; level of theory: wB97M-V/def2-TZVPD.

```
! wB97M-V def2-TZVPD RIJCOSX def2/J DEFGRID3
* xyz 2 1
W 1.76 -0.88 0.58
C 4.65 -2.03 0.36
N 3.26 -2.54 0.49
C 3.18 -3.35 1.73
C 2.95 -3.40 -0.68
C 1.45 -3.53 -0.86
N 0.82 -2.18 -1.04
C -0.67 -2.32 -0.97
C -1.42 -2.02 0.31
C -2.81 -1.96 0.18
C -3.63 -1.76 1.28
C -3.01 -1.69 2.53
C -1.64 -1.76 2.72
C -0.86 -1.88 1.57
O 0.53 -1.77 1.62
C -1.03 -1.77 4.14
C -0.13 -0.55 4.35
C -0.21 -3.06 4.33
C -2.11 -1.75 5.22
C -5.14 -1.65 1.18
C -5.58 -0.29 1.74
C -5.79 -2.78 2.00
C -5.63 -1.76 -0.26
C 1.16 -1.71 -2.43
C 1.03 -0.23 -2.67
C 0.22 0.27 -3.67
C 0.24 1.62 -3.98
C 1.17 2.42 -3.32
C 2.04 1.95 -2.32
C 1.87 0.62 -1.96
O 2.50 0.05 -0.85
C 3.15 2.85 -1.75
C 4.50 2.16 -1.97
C 2.94 3.11 -0.25
C 3.19 4.21 -2.45
C -0.72 2.18 -5.03
C -0.53 3.68 -5.25
C -0.49 1.46 -6.37
C -2.16 1.93 -4.56
H 5.34 -2.86 0.24
H 4.72 -1.37 -0.50
H 4.92 -1.48 1.26
H 3.93 -4.15 1.69
H 3.38 -2.72 2.60
H 2.19 -3.79 1.84
H 3.41 -2.93 -1.55
H 3.42 -4.38 -0.57
H 1.23 -4.17 -1.72
H 1.00 -3.99 0.02
H -1.09 -1.69 -1.76
H -0.90 -3.35 -1.27
H -3.24 -2.06 -0.81
H -3.64 -1.59 3.40
H 0.74 -0.60 3.70
H -0.67 0.38 4.15
H 0.22 -0.53 5.39
H 0.62 -3.13 3.63
H 0.20 -3.09 5.34
H -0.84 -3.94 4.20
H -2.68 -0.82 5.20
H -2.79 -2.59 5.13
H -1.63 -1.81 6.20
H -5.29 -0.18 2.79
H -5.12 0.53 1.18
H -6.66 -0.19 1.68
H -5.52 -2.72 3.06
H -6.88 -2.70 1.94
H -5.49 -3.76 1.63
H -5.22 -0.97 -0.89
H -5.39 -2.73 -0.71
H -6.72 -1.66 -0.28
H 2.19 -1.99 -2.63
H 0.54 -2.26 -3.13
H -0.42 -0.42 -4.21
H 1.25 3.45 -3.61
H 4.55 1.20 -1.46
H 4.67 1.99 -3.04
H 5.30 2.79 -1.60
H 3.02 2.18 0.31
H 3.71 3.79 0.11
H 1.97 3.56 -0.06
H 3.35 4.11 -3.52
H 2.29 4.79 -2.28
H 4.03 4.78 -2.05
H 0.47 3.91 -5.63
H -1.24 4.03 -6.00
H -0.70 4.25 -4.34
H 0.54 1.61 -6.72
H -0.67 0.38 -6.29
H -1.16 1.85 -7.13
H -2.35 2.45 -3.62
H -2.86 2.31 -5.30
H -2.36 0.87 -4.42
N 2.59 0.42 2.20
C 1.72 1.57 2.50
C 2.01 2.45 3.50
C 1.15 3.54 3.75
C 0.05 3.74 2.97
C -0.25 2.85 1.92
C -1.36 3.01 1.06
C -1.57 2.12 0.05
C -0.69 1.05 -0.11
N 0.35 0.84 0.68
C 0.59 1.74 1.68
H 3.51 0.77 1.94
H 2.73 -0.10 3.07
H 2.89 2.30 4.12
H 1.39 4.23 4.56
H -0.60 4.58 3.15
H -2.03 3.85 1.21
H -2.41 2.22 -0.63
H -0.84 0.34 -0.91
*
```

Its lowest unoccupied orbital energy is -5.79 eV. The calculation puts the HOMO energy at -13.46 eV.



3.
The molecule C10H18N2O3 in a non-equilibrium geometry. Source: the OMol25 dataset; level of theory: wB97M-V/def2-TZVPD.

```
! wB97M-V def2-TZVPD RIJCOSX def2/J DEFGRID3
* xyz 0 1
C -2.88 -1.71 -0.47
C -2.66 -0.30 0.17
C -2.75 -0.27 1.70
C -1.46 0.43 -0.41
N -1.75 0.71 -1.86
C -0.11 -0.26 -0.08
O -0.02 -1.25 0.62
N 1.05 0.36 -0.64
C 1.27 1.83 -0.56
C 2.33 2.06 0.63
C 2.87 0.57 0.89
C 2.38 -0.20 -0.32
C 2.78 -1.68 -0.27
O 3.98 -1.77 -0.19
O 1.92 -2.67 -0.35
H -3.81 -2.18 -0.12
H -2.05 -2.34 -0.08
H -2.83 -1.70 -1.57
H -3.54 0.32 -0.13
H -3.77 -0.51 2.02
H -2.10 -1.07 2.10
H -2.49 0.72 2.10
H -1.38 1.41 0.05
H -0.98 1.36 -2.04
H -1.47 -0.14 -2.30
H 0.34 2.46 -0.37
H 1.81 2.11 -1.49
H 1.82 2.56 1.48
H 3.11 2.74 0.23
H 2.42 0.15 1.84
H 3.98 0.47 0.88
H 2.97 0.13 -1.19
H 1.02 -2.31 -0.25
*
```

Its lowest unoccupied orbital energy is 0.50 eV. The calculation puts the HOMO energy at -9.79 eV.



4.
The molecule C3H5NO2 in a non-equilibrium geometry. Source: the OMol25 dataset; level of theory: wB97M-V/def2-TZVPD.

```
! wB97M-V def2-TZVPD RIJCOSX def2/J DEFGRID3
* xyz 0 1
H -1.73 -1.33 -1.42
N -1.13 -0.81 -0.78
C -0.92 0.36 -1.20
O -0.13 1.22 -0.55
C 0.40 0.72 0.68
C 1.19 -0.64 0.78
O 1.14 -1.12 1.89
H -1.31 0.83 -2.12
H -0.42 0.56 1.40
H 1.03 1.53 1.06
H 1.88 -1.32 0.27
*
```

Its lowest unoccupied orbital energy is 0.85 eV. The calculation puts the HOMO energy at -9.66 eV.



5.
A structure of composition C22H22N4O2PtS3Sb. Source: the OMol25 dataset; level of theory: wB97M-V/def2-TZVPD.

```
! wB97M-V def2-TZVPD RIJCOSX def2/J DEFGRID3
* xyz 1 1
Pt 0.45 -0.73 -0.31
N -2.44 2.66 1.06
C -3.05 3.42 0.02
C -4.26 4.04 0.26
C -4.87 4.79 -0.74
C -4.27 4.90 -1.98
C -3.06 4.26 -2.23
C -2.44 3.53 -1.22
S -0.87 2.77 -1.53
N -0.76 1.66 -0.27
C -1.47 1.73 0.79
C -1.22 0.69 1.84
C -1.69 0.84 3.14
C -1.49 -0.16 4.07
C -0.83 -1.31 3.69
C -0.36 -1.40 2.40
N -0.54 -0.42 1.49
H -3.02 2.52 1.87
H -4.73 3.95 1.23
H -5.81 5.28 -0.54
H -4.74 5.48 -2.77
H -2.59 4.33 -3.20
H -2.18 1.75 3.44
H -1.86 -0.04 5.09
H -0.65 -2.13 4.38
H 0.19 -2.26 2.05
C -2.05 -3.70 -1.11
Sb -1.67 -1.64 -1.37
C -1.99 -1.35 -3.43
C -3.39 -0.75 -0.52
H -3.00 -3.95 -1.58
H -2.10 -3.93 -0.05
H -1.25 -4.28 -1.57
H -3.00 -1.69 -3.66
H -1.25 -1.90 -4.01
H -1.89 -0.29 -3.66
H -4.28 -1.16 -0.99
H -3.35 0.33 -0.70
H -3.42 -0.94 0.55
O 1.04 -0.45 -4.22
S 1.78 -1.40 -3.45
O 1.46 -2.79 -3.56
N 1.72 -0.96 -1.84
C 2.87 -0.56 -1.35
S 2.73 -0.09 0.27
C 3.98 -0.62 -2.31
C 5.31 -0.30 -2.14
C 6.17 -0.46 -3.22
C 5.69 -0.93 -4.44
C 4.35 -1.26 -4.62
C 3.52 -1.09 -3.53
H 5.67 0.06 -1.18
H 7.21 -0.22 -3.12
H 6.38 -1.05 -5.27
H 3.98 -1.62 -5.57
*
```

Its lowest unoccupied orbital energy is -3.27 eV. The calculation puts the HOMO energy at -10.16 eV.



6.
A structure of composition C37H41N3O5Si3Sr in a non-equilibrium geometry. Source: the OMol25 dataset; level of theory: wB97M-V/def2-TZVPD.

```
! wB97M-V def2-TZVPD RIJCOSX def2/J DEFGRID3
* xyz -2 1
Sr -0.61 0.94 -0.52
O -0.33 0.32 4.40
C -0.72 0.47 3.12
O 0.01 1.03 2.31
C -2.08 -0.06 2.80
C -3.04 -0.56 3.70
C -4.24 -1.03 3.21
C -4.55 -0.95 1.83
C -3.48 -0.43 0.98
N -2.40 0.08 1.48
C -3.76 -0.33 -0.56
O -4.74 -0.97 -0.90
O -2.93 0.28 -1.26
H 0.63 0.51 4.28
H -2.77 -0.75 4.71
H -5.00 -1.45 3.88
H -5.43 -1.38 1.37
C -1.05 6.31 -0.56
Si -1.95 4.61 -0.84
C -3.49 4.91 -1.85
C -2.54 3.98 0.79
N -0.88 3.40 -1.48
C -0.15 3.48 -2.61
C -0.52 4.19 -3.74
C 0.24 4.19 -4.95
C 1.38 3.45 -5.06
C 1.69 2.60 -3.98
C 1.08 2.70 -2.70
N 1.57 1.81 -1.70
Si 2.97 2.18 -0.91
C 4.45 2.94 -1.74
C 2.74 3.36 0.48
C 3.77 0.61 -0.10
H -1.69 6.96 0.05
H -0.87 6.72 -1.58
H -0.08 6.22 -0.06
H -4.21 5.40 -1.14
H -4.00 3.91 -2.11
H -3.40 5.45 -2.76
H -3.37 4.68 1.18
H -1.75 3.94 1.51
H -2.90 2.96 0.61
H -1.47 4.61 -3.67
H -0.10 4.72 -5.82
H 1.95 3.34 -6.01
H 2.46 1.77 -4.11
H 5.06 3.15 -0.86
H 4.15 3.86 -2.25
H 5.02 2.41 -2.47
H 2.36 4.24 0.19
H 3.84 3.45 0.90
H 2.10 2.79 1.20
H 4.38 0.88 0.75
H 4.41 0.04 -0.84
H 3.08 -0.05 0.40
O 0.27 -1.22 0.38
Si 0.35 -2.79 0.56
C 1.56 -3.08 1.94
C 2.10 -2.06 2.71
C 2.88 -2.31 3.86
C 3.21 -3.62 4.23
C 2.63 -4.65 3.50
C 1.88 -4.41 2.37
C -1.27 -3.62 0.99
C -1.34 -4.90 1.64
C -2.58 -5.48 1.82
C -3.75 -4.93 1.27
C -3.67 -3.78 0.55
C -2.46 -3.15 0.37
C 1.17 -3.56 -1.06
C 1.25 -2.56 -2.05
C 1.95 -2.78 -3.20
C 2.67 -4.02 -3.35
C 2.64 -4.99 -2.36
C 1.77 -4.81 -1.21
H 2.06 -1.04 2.37
H 3.28 -1.48 4.36
H 3.90 -3.85 4.98
H 2.81 -5.63 3.85
H 1.43 -5.22 1.88
H -0.40 -5.38 1.84
H -2.64 -6.48 2.28
H -4.71 -5.43 1.36
H -4.50 -3.25 0.00
H -2.43 -2.23 -0.24
H 0.69 -1.63 -1.73
H 2.02 -2.06 -3.99
H 3.29 -4.08 -4.19
H 3.29 -5.87 -2.31
H 1.77 -5.56 -0.42
*
```

Its lowest unoccupied orbital energy is 3.96 eV. The calculation puts the HOMO energy at -0.79 eV.